The following is a DFT calculation (wB97M-V/def2-TZVPD) of a 10-piece molecular cluster, C50H88BN3O13 overall in a non-equilibrium geometry.

Output
Kohn-Sham gap ... 6.6850 eV
Highest occupied orbital energy ... -7.5 eV
SMILES string ... C#CCCCc1nc2c(B(O)N(C)C)c(OC[C@@H](C)C(C)C)cc(COO)c2nc1C.CC(C)=O.CC(C)=O.CC(C)=O.CC(C)=O.CC(C)=O.CC(C)=O.CC(C)=O.CC(C)=O.CC(C)=O

Each line ends with the Mulliken charge.
Element x y z (Å)
1 C -8.15 0.41 9.46  -0.2768
2 C -7.19 -0.52 8.95  -0.3862
3 C -6.24 -1.64 8.22  -0.2425
4 C -5.31 -1.02 6.99  -0.4888
5 C -4.47 -2.33 6.38  -0.3034
6 C -2.89 -1.95 6.07  0.1470
7 N -2.55 -1.47 4.69  -0.2872
8 C -1.10 -1.14 4.51  -0.1206
9 C -0.63 -0.58 3.02  -0.0064
10 B -1.79 -0.44 1.81  0.8057
11 O -2.55 0.81 1.73  -0.6812
12 N -1.90 -1.64 0.87  -0.1914
13 C -3.07 -1.51 -0.08  -0.6493
14 C -2.04 -2.95 1.61  -0.6194
15 C 0.93 -0.14 2.66  0.3131
16 O 1.17 0.37 1.31  -0.2863
17 C 2.58 0.25 0.90  -0.8539
18 C 3.41 1.61 1.26  0.9761
19 C 5.02 1.45 0.91  -0.7862
20 C 2.82 3.00 0.62  0.3488
21 C 1.55 3.65 1.45  -1.0653
22 C 2.45 2.92 -0.98  -0.9912
23 C 2.02 -0.31 3.87  -0.4229
24 C 1.56 -0.91 5.36  0.2058
25 C 2.77 -1.08 6.49  0.0578
26 O 2.46 -0.22 7.65  -0.0844
27 O 3.11 -0.59 8.72  -0.4430
28 C -0.02 -1.33 5.71  0.3912
29 N -0.27 -1.85 7.10  -0.4904
30 C -1.75 -2.12 7.22  0.4087
31 C -2.27 -2.71 8.70  -0.9105
32 H -8.96 1.27 9.63  0.3358
33 H -5.50 -2.15 8.99  0.1958
34 H -6.86 -2.53 7.71  0.2785
35 H -4.58 -0.17 7.36  0.2950
36 H -6.06 -0.63 6.15  0.3147
37 H -4.58 -3.24 7.13  0.4341
38 H -5.02 -2.67 5.37  -0.1978
39 H -1.93 1.61 1.67  0.3513
40 H -3.97 -0.96 0.44  0.1596
41 H -3.49 -2.58 -0.42  0.2151
42 H -2.69 -1.00 -1.07  0.2509
43 H -2.09 -3.80 0.77  0.3204
44 H -1.09 -3.23 2.27  0.2620
45 H -3.03 -2.97 2.24  0.0492
46 H 2.56 0.05 -0.28  0.0945
47 H 3.14 -0.70 1.35  0.3961
48 H 3.35 1.75 2.45  0.1842
49 H 5.18 0.32 0.57  0.0368
50 H 5.67 1.70 1.87  0.2063
51 H 5.24 2.22 0.02  0.2718
52 H 3.69 3.81 0.72  0.1943
53 H 0.91 2.86 2.04  0.1148
54 H 2.00 4.42 2.24  0.2261
55 H 0.89 4.31 0.71  0.2864
56 H 1.36 3.34 -1.22  0.2394
57 H 3.20 3.65 -1.56  0.1165
58 H 2.58 1.87 -1.47  0.2083
59 H 3.15 -0.03 3.70  -0.0299
60 H 2.90 -2.23 6.78  0.4172
61 H 3.80 -0.78 5.97  -0.3573
62 H 3.06 -1.58 8.87  0.3757
63 H -1.47 -2.42 9.51  0.3375
64 H -2.29 -3.88 8.61  0.2595
65 H -3.32 -2.24 8.99  0.1475
66 C 6.75 -1.00 -2.28  -1.0752
67 C 5.39 -0.57 -2.74  0.7859
68 C 5.07 -0.73 -4.20  -1.0936
69 O 4.57 -0.10 -1.95  -0.4507
70 H 6.84 -0.83 -1.20  0.2167
71 H 6.89 -2.07 -2.47  0.3484
72 H 7.52 -0.42 -2.79  0.3328
73 H 5.13 -1.78 -4.48  0.3890
74 H 5.76 -0.14 -4.80  0.3069
75 H 4.05 -0.37 -4.39  0.2218
76 C 7.49 -2.86 5.48  -1.0647
77 C 7.08 -1.82 4.48  0.8601
78 C 6.88 -0.41 4.99  -0.6900
79 O 6.91 -2.10 3.29  -0.5640
80 H 7.59 -3.83 4.97  0.2973
81 H 8.45 -2.60 5.92  0.3242
82 H 6.72 -2.96 6.25  0.2745
83 H 7.82 -0.04 5.41  0.3895
84 H 6.09 -0.40 5.74  0.1567
85 H 6.59 0.24 4.15  -0.0007
86 C -5.92 -3.47 2.13  -0.5919
87 C -5.89 -4.67 1.21  0.7597
88 C -6.75 -5.84 1.58  -1.0661
89 O -5.18 -4.68 0.21  -0.5214
90 H -5.25 -2.70 1.74  -0.0546
91 H -6.94 -3.07 2.17  0.5043
92 H -5.59 -3.76 3.13  0.0753
93 H -7.80 -5.55 1.59  0.3313
94 H -6.45 -6.24 2.55  0.3250
95 H -6.62 -6.63 0.82  0.2157
96 C 5.48 7.57 -0.49  -1.2318
97 C 4.18 6.86 -0.24  0.7419
98 C 3.10 7.62 0.48  -0.9065
99 O 4.00 5.70 -0.62  -0.4710
100 H 6.17 6.90 -1.02  0.3125
101 H 5.31 8.46 -1.10  0.3419
102 H 5.94 7.85 0.47  0.3361
103 H 2.82 8.51 -0.09  0.3835
104 H 3.45 7.90 1.48  0.3535
105 H 2.21 6.98 0.59  0.1518
106 C 4.39 3.30 -5.71  -1.1008
107 C 4.51 2.26 -6.79  0.9185
108 C 3.45 2.25 -7.87  -1.0550
109 O 5.43 1.45 -6.80  -0.5812
110 H 5.22 3.19 -5.01  0.2793
111 H 4.44 4.30 -6.16  0.3835
112 H 3.45 3.17 -5.17  0.2888
113 H 3.46 3.20 -8.41  0.2426
114 H 2.47 2.07 -7.42  0.3766
115 H 3.66 1.44 -8.58  0.2517
116 C -1.52 10.05 0.21  -1.1046
117 C -0.12 9.88 0.75  0.7632
118 C 0.20 10.54 2.06  -1.0332
119 O 0.72 9.22 0.14  -0.4967
120 H -1.61 9.52 -0.74  0.2879
121 H -2.24 9.63 0.91  0.3333
122 H -1.72 11.11 0.04  0.3284
123 H -0.45 10.14 2.85  0.3255
124 H 0.07 11.62 1.98  0.3265
125 H 1.24 10.33 2.33  0.2422
126 C 3.86 3.51 -13.10  -1.1180
127 C 4.04 3.75 -11.63  0.8374
128 C 5.33 4.36 -11.17  -0.9988
129 O 3.15 3.46 -10.82  -0.5322
130 H 2.87 3.07 -13.28  0.2926
131 H 3.92 4.46 -13.64  0.3290
132 H 4.63 2.82 -13.46  0.3233
133 H 5.46 5.35 -11.63  0.3372
134 H 6.17 3.71 -11.45  0.3165
135 H 5.32 4.48 -10.08  0.2130
136 C -8.06 -6.80 -3.22  -0.9694
137 C -7.13 -7.68 -2.42  0.9372
138 C -5.72 -7.85 -2.94  -1.1073
139 O -7.50 -8.23 -1.39  -0.5888
140 H -9.03 -6.77 -2.73  0.3115
141 H -7.66 -5.79 -3.27  0.3124
142 H -8.19 -7.21 -4.22  0.1646
143 H -5.22 -6.88 -2.98  0.2935
144 H -5.75 -8.31 -3.94  0.3488
145 H -5.17 -8.51 -2.27  0.3004
146 C -8.62 -6.33 -8.12  -1.1259
147 C -7.87 -7.55 -7.66  0.8833
148 C -8.38 -8.89 -8.12  -1.1253
149 O -6.88 -7.46 -6.93  -0.5496
150 H -8.14 -5.44 -7.71  0.2845
151 H -8.59 -6.27 -9.21  0.3680
152 H -9.65 -6.37 -7.76  0.3192
153 H -8.35 -8.95 -9.21  0.3462
154 H -9.40 -9.04 -7.76  0.3154
155 H -7.75 -9.68 -7.71  0.2938